2 unconnected molecules or ions with the total composition C8H10N2O in a non-equilibrium geometry. Source: OMol25; level of theory: the ωB97M-V functional and the def2-TZVPD basis.

## Properties
- relative energy (zero: lowest compared OMol25 entry of this formula, charge and spin) (kcal/mol) = 96.4
- E_HOMO (alpha / beta) (eV) = -8.529 / -8.528
- Kohn-Sham gap (alpha / beta) (eV) = 8.396 / 8.394
- E (eV) = -13482.153

The geometry in ORCA input format:
```
! RIJCOSX wB97M-V def2-TZVPD def2/J DEFGRID3
* xyz 0 1
C -3.098 -0.355 -1.231
C -2.902 0.855 -0.586
C -2.214 -1.404 -1.022
C -1.831 1.019 0.267
C -1.151 -1.252 -0.157
C -0.949 -0.039 0.512
C 4.049 0.127 0.064
C 0.119 0.114 1.454
N 2.830 -0.108 0.821
N 1.832 0.399 0.341
O 1.626 1.061 -0.656
H -3.936 -0.487 -1.899
H -3.590 1.673 -0.749
H -2.367 -2.345 -1.532
H -1.678 1.959 0.777
H -0.462 -2.067 0.016
H 3.917 -0.187 -0.975
H 4.860 -0.421 0.530
H 4.277 1.196 0.051
H 0.169 1.028 2.023
H 0.496 -0.765 1.950
*
```

=====

A gas-phase ion, C5H8NO (charge +1) in a non-equilibrium geometry. Source: OMol25; level of theory: the ωB97M-V functional and the def2-TZVPD basis.

## Properties
- SMILES string = C[N+]1=C(O)C=CC1
- relative energy (zero: lowest compared OMol25 entry of this formula, charge and spin) (kcal/mol) = 35.3
- E_HOMO (eV) = -15.138
- Kohn-Sham gap (eV) = 11.449
- E (eV) = -8843.228

The geometry in ORCA input format:
```
! RIJCOSX wB97M-V def2-TZVPD def2/J DEFGRID3
* xyz 1 1
C -1.468 -1.276 -0.297
C -1.887 -0.200 0.281
C 0.290 -0.777 -0.651
C -0.814 0.692 0.675
C 1.659 1.066 0.105
N 0.366 0.339 -0.045
O 1.147 -1.386 -1.423
H -1.865 -2.112 -0.758
H -2.956 -0.248 0.695
H -1.050 1.696 0.530
H -0.667 0.787 1.838
H 2.049 0.839 1.111
H 1.535 2.134 0.048
H 2.415 0.777 -0.632
H 1.247 -2.331 -1.476
*
```

=====

9 unconnected molecules or ions with the total composition C23H67N5O11 in a non-equilibrium geometry. Source: OMol25; level of theory: the ωB97M-V functional and the def2-TZVPD basis.

## Properties
- relative energy (zero: lowest compared OMol25 entry of this formula, charge and spin) (kcal/mol) = 68.2
- E_HOMO (eV) = -8.714
- Kohn-Sham gap (eV) = 8.754
- E (eV) = -54892.924

The geometry in ORCA input format:
```
! RIJCOSX wB97M-V def2-TZVPD def2/J DEFGRID3
* xyz 0 1
O -0.234 3.096 -1.670
H 0.353 3.792 -1.471
H -0.256 2.445 -1.130
H 0.279 2.927 -2.523
C 0.669 0.622 0.042
O -0.431 1.097 0.049
O 1.048 -0.532 0.504
O 1.607 1.428 -0.172
H 0.154 -0.931 0.738
C -0.909 -3.469 5.686
C 0.226 -2.581 4.985
C -0.459 -1.438 4.238
O -0.634 -1.797 2.935
C -1.671 -1.081 2.314
N 0.970 -1.930 6.056
H -1.426 -2.785 6.277
H -0.471 -4.320 6.102
H -1.565 -3.952 4.839
H 0.840 -3.113 4.376
H 0.172 -0.533 4.053
H -1.323 -1.134 4.704
H -2.689 -1.324 2.634
H -1.419 -1.222 1.191
H -1.420 -0.001 2.184
H 1.250 -2.495 6.720
H 0.188 -1.387 6.578
C -4.639 3.559 1.239
C -3.657 2.318 1.245
C -4.159 1.323 0.271
O -5.421 0.818 0.726
C -5.958 -0.352 0.174
N -2.405 2.914 0.876
H -4.970 3.948 0.236
H -4.215 4.162 2.086
H -5.496 3.263 1.540
H -3.646 2.003 2.269
H -3.435 0.357 0.403
H -3.989 1.906 -0.748
H -5.181 -1.115 0.344
H -6.005 -0.431 -0.931
H -6.897 -0.611 0.558
H -1.671 2.210 0.684
H -2.064 3.330 1.662
C -1.138 -3.949 -0.485
C -0.696 -3.210 -1.765
C -1.678 -2.063 -2.026
O -2.978 -2.673 -2.300
C -4.000 -1.816 -2.777
N 0.650 -2.680 -1.654
H -2.039 -4.382 -0.664
H -1.132 -3.280 0.267
H -0.654 -4.962 -0.262
H -0.655 -3.801 -2.546
H -1.296 -1.412 -2.882
H -1.656 -1.256 -1.416
H -4.281 -0.992 -2.128
H -4.877 -2.197 -3.008
H -3.778 -1.260 -3.641
H 1.285 -2.472 -2.503
H 0.579 -1.592 -1.344
C 1.051 0.590 -3.477
C 0.986 1.722 -4.564
C -0.359 1.651 -5.165
O -1.324 1.965 -4.167
C -2.559 1.781 -4.543
N 1.122 2.968 -4.029
H 0.889 -0.388 -3.888
H 0.424 0.612 -2.709
H 1.985 0.624 -2.924
H 1.722 1.542 -5.400
H -0.552 0.781 -5.602
H -0.400 2.273 -5.815
H -2.726 2.142 -5.482
H -3.163 2.324 -3.902
H -2.912 0.963 -4.667
H 1.154 3.758 -4.718
H 2.071 3.182 -3.744
C 6.244 1.012 -1.769
C 4.797 0.819 -1.641
C 4.418 -0.399 -0.783
O 5.019 -1.575 -1.312
C 4.734 -2.598 -0.388
N 4.285 2.075 -0.918
H 6.853 0.785 -0.886
H 6.601 1.852 -2.443
H 6.534 0.125 -2.329
H 4.189 0.726 -2.627
H 3.363 -0.353 -0.726
H 4.708 -0.384 0.249
H 3.812 -2.830 -0.178
H 5.113 -2.635 0.815
H 5.156 -3.533 -0.677
H 4.633 1.983 0.037
H 3.434 1.970 -0.570
C 3.195 -1.083 3.330
O 3.238 -0.939 4.664
H 3.950 -1.681 3.097
H 3.360 -0.206 2.841
H 2.227 -1.230 2.983
H 2.423 -1.433 4.920
C 1.546 2.613 3.258
O 1.931 3.216 2.072
H 1.843 1.551 3.365
H 0.478 2.608 3.295
H 2.119 3.310 4.024
H 1.687 2.759 1.356
*
```

=====

A single C3H3ClN2OS molecule in a non-equilibrium geometry. Source: OMol25; level of theory: the ωB97M-V functional and the def2-TZVPD basis.

## Properties
- SMILES string = O=c1c(Cl)c[nH]n1S
- relative energy (zero: lowest compared OMol25 entry of this formula, charge and spin) (kcal/mol) = 57.1
- E_HOMO (eV) = -8.780
- Kohn-Sham gap (eV) = 9.217
- E (eV) = -31542.058

The geometry in ORCA input format:
```
! RIJCOSX wB97M-V def2-TZVPD def2/J DEFGRID3
* xyz 0 1
C -1.332 -0.434 0.273
C -0.642 0.092 1.358
C 0.743 0.562 0.806
H 2.297 -0.606 -1.824
H -0.640 -0.850 -1.550
H -2.431 -0.637 0.051
N 0.514 0.137 -0.471
N -0.661 -0.127 -0.907
O 1.799 0.861 1.240
S 1.647 0.548 -1.797
Cl -1.295 0.453 2.821
*
```

=====

A molecular structure, C25H48Cl2MnO2P2 in a non-equilibrium geometry. Source: OMol25; level of theory: the ωB97M-V functional and the def2-TZVPD basis.

## Properties
- E_HOMO (alpha / beta) (eV) = -1.923 / -1.904
- Kohn-Sham gap (alpha / beta) (eV) = 4.567 / 4.597
- <S²> = 6.33
- E (eV) = -105741.191

The geometry in ORCA input format:
```
! RIJCOSX wB97M-V def2-TZVPD def2/J DEFGRID3
* xyz -1 5
Mn 0.233 -0.022 -1.590
Cl -0.019 0.011 -3.811
P -0.218 -2.628 -1.104
C 0.808 -3.274 -2.472
C -0.032 -3.732 0.317
C -1.942 -2.682 -1.679
C 2.209 -2.659 -2.565
H 0.233 -2.949 -3.358
C 0.907 -4.804 -2.436
H 1.559 -5.137 -1.615
H 1.352 -5.119 -3.390
H -0.068 -5.300 -2.345
H 2.182 -1.628 -2.943
H 2.782 -3.256 -3.287
H 2.753 -2.679 -1.610
H -1.909 -2.072 -2.600
C -2.964 -2.059 -0.717
C -2.332 -4.131 -2.024
H -1.771 -4.507 -2.887
H -3.399 -4.143 -2.285
H -2.173 -4.808 -1.166
H -2.546 -1.329 -0.012
H -3.486 -2.844 -0.152
H -3.723 -1.540 -1.321
C 1.378 -3.635 0.884
H -0.181 -4.729 -0.125
C -1.079 -3.495 1.394
H 2.177 -3.767 0.152
H 1.473 -4.422 1.643
H 1.519 -2.663 1.393
H -1.109 -2.436 1.698
H -0.778 -4.076 2.276
H -2.085 -3.814 1.103
H 0.326 -1.438 -0.500
H -0.918 0.516 -0.608
P 0.347 2.278 -1.123
C -0.775 3.170 -2.325
C 0.334 3.389 0.371
C 2.057 2.532 -1.865
C -2.184 2.562 -2.298
H -0.313 2.940 -3.300
C -0.862 4.690 -2.142
H -1.429 4.950 -1.237
H -1.405 5.100 -3.005
H 0.115 5.183 -2.111
H -2.189 1.527 -2.658
H -2.845 3.155 -2.946
H -2.610 2.576 -1.285
H 1.959 2.028 -2.843
C 3.146 1.802 -1.055
C 2.419 4.001 -2.106
H 1.796 4.458 -2.882
H 3.455 4.058 -2.465
H 2.350 4.600 -1.186
H 2.756 1.135 -0.272
H 3.834 2.515 -0.584
H 3.752 1.184 -1.733
C -1.019 3.260 1.064
H 0.470 4.412 -0.007
C 1.465 3.085 1.343
H -1.861 3.551 0.429
H -1.019 3.899 1.961
H -1.149 2.207 1.374
H 1.406 2.025 1.640
H 1.327 3.701 2.244
H 2.465 3.296 0.947
Cl -1.280 1.835 8.048
C -0.854 1.227 6.509
C -0.784 -0.152 6.300
C -0.376 -0.635 5.069
C -0.118 0.261 4.021
C -0.217 1.635 4.229
C -0.580 2.138 5.478
C 0.299 -0.298 2.688
O 0.914 -1.402 2.710
O -0.003 0.364 1.637
H -1.044 -0.822 7.112
H -0.241 -1.699 4.920
H -0.007 2.328 3.417
H -0.661 3.201 5.660
*
```

=====

2 unconnected molecules or ions with the total composition C22H16F3NO2S in a non-equilibrium geometry. Source: OMol25; level of theory: the ωB97M-V functional and the def2-TZVPD basis.

## Properties
- relative energy (zero: lowest compared OMol25 entry of this formula, charge and spin) (kcal/mol) = 76.4
- E_HOMO (eV) = -5.326
- Kohn-Sham gap (eV) = 1.590
- E (eV) = -47640.727

The geometry in ORCA input format:
```
! RIJCOSX wB97M-V def2-TZVPD def2/J DEFGRID3
* xyz 0 1
F -0.825 4.526 0.777
C 0.033 3.602 1.221
F 0.808 3.135 0.241
F 0.767 4.057 2.239
S -0.919 2.153 1.854
C 0.435 1.014 2.207
C 0.220 -0.208 2.780
C 1.316 -1.052 3.125
C 1.119 -2.259 3.718
C -0.175 -2.723 3.993
C -0.352 -3.962 4.584
N -0.485 -5.012 5.078
C -1.272 -1.914 3.662
C -1.089 -0.696 3.081
O -1.524 2.350 3.221
O -1.784 1.411 0.871
H 1.427 1.335 1.962
H 2.315 -0.707 2.929
H 1.958 -2.879 3.993
H -2.266 -2.277 3.880
H -1.940 -0.083 2.833
C -0.794 -0.228 -2.264
C -0.628 1.147 -2.557
C -1.807 1.914 -2.648
C -1.770 3.253 -2.938
C -0.558 3.884 -3.144
C 0.619 3.162 -3.061
C 0.591 1.820 -2.776
C 0.103 -1.317 -2.141
C -0.474 -2.580 -1.903
C 0.296 -3.708 -1.781
C 1.672 -3.623 -1.888
C 2.271 -2.398 -2.120
C 1.508 -1.264 -2.246
H -1.824 -0.510 -2.123
H -2.753 1.427 -2.487
H -2.688 3.810 -3.003
H -0.529 4.938 -3.365
H 1.564 3.655 -3.217
H 1.525 1.302 -2.720
H -1.546 -2.652 -1.829
H -0.176 -4.660 -1.609
H 2.276 -4.510 -1.794
H 3.344 -2.333 -2.206
H 2.013 -0.340 -2.426
*
```

=====

A single C5H5N molecule in a non-equilibrium geometry. Source: OMol25; level of theory: the ωB97M-V functional and the def2-TZVPD basis.

## Properties
- SMILES string = C=CC(=C)C#N
- relative energy (zero: lowest compared OMol25 entry of this formula, charge and spin) (kcal/mol) = 42.2
- E_HOMO (eV) = -9.530
- Kohn-Sham gap (eV) = 9.371
- E (eV) = -6754.076

The geometry in ORCA input format:
```
! RIJCOSX wB97M-V def2-TZVPD def2/J DEFGRID3
* xyz 0 1
C 0.441 -1.606 0.774
C 0.793 -0.455 0.103
C -0.180 0.567 -0.222
C 0.003 1.544 -1.140
C -1.410 0.298 0.487
H -0.570 -1.854 1.088
H 1.154 -2.338 0.982
H 1.851 -0.223 -0.187
H -0.669 2.341 -1.373
H 1.055 1.695 -1.464
N -2.467 0.031 0.954
*
```